102
Properties=species:S:1:pos:R:3:lowdin_charge:R:1 method="wB97M-V/def2-TZVPD" homo_lumo_gap_ev=9.45 e_lumo_ev=-0.027 smiles="CC(N)=O.CC(N)=O.CC(N)=O.CC(N)=O.CC(N)=O.CC(N)=O.CC(C)O.CC(C)O.ClCCCl.ClCCCl.ClCCCl" charge=0 e_homo_ev=-9.5 total_energy_ev=-126284.972
C -6.82 1.41 -3.02 0.00
C -6.91 0.87 -4.40 -0.71
N -6.80 -0.37 -4.67 0.17
O -7.10 1.65 -5.30 0.03
H -5.77 1.66 -2.86 0.09
H -7.25 0.65 -2.36 0.08
H -7.39 2.33 -2.97 0.09
H -6.77 -0.66 -5.64 0.13
H -6.61 -1.09 -3.99 0.12
C 9.17 4.59 0.91 -0.01
C 9.81 5.52 -0.08 -0.62
N 9.31 6.74 -0.24 0.15
O 10.82 5.22 -0.72 0.01
H 9.23 4.88 1.96 0.08
H 9.60 3.62 0.67 0.09
H 8.10 4.64 0.71 0.08
H 9.74 7.30 -0.97 0.12
H 8.58 7.12 0.35 0.11
C 3.87 9.62 -2.15 0.00
C 3.03 8.57 -1.38 -0.69
N 1.75 8.75 -1.41 0.17
O 3.57 7.77 -0.70 0.06
H 4.51 10.18 -1.47 0.08
H 3.31 10.28 -2.80 0.06
H 4.50 9.05 -2.83 0.08
H 1.17 8.13 -0.87 0.13
H 1.45 9.50 -2.02 0.11
C -5.98 0.54 5.55 -0.01
C -6.72 -0.51 4.75 -0.62
N -7.95 -0.91 5.09 0.16
O -6.07 -1.05 3.87 0.02
H -6.69 1.08 6.18 0.06
H -5.49 1.27 4.91 0.09
H -5.29 0.01 6.21 0.09
H -8.41 -0.42 5.85 0.10
H -8.44 -1.39 4.36 0.11
C 5.31 -1.32 -3.81 0.00
C 6.18 -0.44 -4.75 -0.59
N 5.86 0.82 -4.96 0.15
O 7.08 -0.93 -5.45 0.00
H 5.03 -0.81 -2.88 0.07
H 5.96 -2.16 -3.56 0.08
H 4.36 -1.61 -4.24 0.08
H 6.26 1.28 -5.77 0.12
H 5.22 1.37 -4.41 0.11
C 1.81 -8.17 -0.02 0.00
C 0.56 -7.96 -0.91 -0.63
N -0.25 -6.95 -0.73 0.16
O 0.33 -8.77 -1.78 0.03
H 2.71 -7.95 -0.59 0.08
H 1.82 -9.16 0.43 0.08
H 1.77 -7.51 0.84 0.06
H -1.12 -6.92 -1.25 0.12
H 0.02 -6.17 -0.14 0.11
C -7.32 -7.41 -1.62 -0.06
C -7.12 -6.58 -0.38 -0.56
C -6.48 -7.28 0.78 -0.06
O -6.32 -5.49 -0.64 -0.04
H -8.09 -8.16 -1.43 0.08
H -6.49 -8.09 -1.84 0.08
H -7.59 -6.87 -2.52 0.08
H -8.12 -6.26 -0.11 0.13
H -7.04 -8.20 0.96 0.08
H -6.52 -6.65 1.67 0.08
H -5.46 -7.64 0.63 0.09
H -6.27 -5.01 0.18 0.09
C -0.35 0.56 -1.38 -0.05
C 0.21 1.80 -0.59 -0.46
C 0.59 1.51 0.88 -0.07
O 1.37 2.17 -1.38 -0.07
H -1.31 0.34 -0.92 0.07
H 0.21 -0.35 -1.16 0.07
H -0.40 0.81 -2.44 0.08
H -0.61 2.51 -0.59 0.12
H 1.35 0.74 0.96 0.08
H -0.25 1.24 1.52 0.08
H 0.95 2.41 1.38 0.07
H 1.90 2.76 -0.84 0.08
Cl 0.06 -5.45 9.00 0.57
C -1.33 -4.56 8.43 -0.71
C -1.64 -4.90 6.98 -0.67
Cl -0.42 -4.15 5.94 0.55
H -1.13 -3.49 8.49 0.06
H -2.09 -4.77 9.18 0.07
H -2.67 -4.61 6.80 0.08
H -1.48 -5.96 6.75 0.05
Cl 6.39 1.95 7.46 0.56
C 5.33 0.62 7.02 -0.67
C 6.06 -0.72 7.19 -0.64
Cl 6.43 -1.23 8.89 0.50
H 4.99 0.78 5.99 0.07
H 4.52 0.64 7.74 0.06
H 7.03 -0.62 6.71 0.06
H 5.52 -1.59 6.83 0.06
Cl 1.06 6.50 -7.63 0.53
C -0.23 5.30 -7.44 -0.68
C -1.10 5.22 -8.67 -0.62
Cl -0.32 4.29 -10.05 0.49
H -0.71 5.57 -6.50 0.07
H 0.22 4.31 -7.37 0.06
H -1.35 6.22 -9.02 0.07
H -1.98 4.65 -8.37 0.07



102
Properties=species:S:1:pos:R:3:lowdin_charge:R:1 method="wB97M-V/def2-TZVPD" homo_lumo_gap_ev=6.13 e_lumo_ev=-0.324 charge=0 e_homo_ev=-6.5 total_energy_ev=-142581.850
O 1.39 0.36 0.37 -0.37
V -0.10 -0.19 0.51 0.81
O -0.12 -1.63 -0.12 -0.35
C -1.64 0.85 -3.90 -0.02
C -0.26 1.08 -3.24 -0.50
C 0.62 1.87 -4.22 -0.14
C 0.18 3.33 -4.30 -0.18
C 0.35 3.93 -2.91 -0.14
C -0.40 3.19 -1.77 -0.51
N -0.29 1.77 -1.97 -0.15
O -1.01 1.07 -1.01 -0.25
C -1.87 3.68 -1.75 -0.02
C 0.32 3.63 -0.50 -0.05
C 0.41 -0.29 -3.07 -0.03
H -1.79 -0.18 -4.22 0.08
H -1.78 1.46 -4.80 0.07
H -2.54 1.14 -3.35 0.06
H 0.46 1.37 -5.18 0.12
H 1.69 1.82 -3.99 0.11
H -0.84 3.46 -4.68 0.10
H 0.83 3.87 -4.99 0.11
H -0.13 4.91 -3.01 0.11
H 1.39 4.07 -2.63 0.11
H -2.33 3.63 -2.73 0.08
H -1.81 4.75 -1.52 0.08
H -2.38 3.24 -0.89 0.06
H 1.24 3.07 -0.34 0.09
H -0.38 3.38 0.31 0.04
H 0.49 4.71 -0.50 0.09
H -0.23 -1.00 -2.55 0.06
H 1.36 -0.16 -2.55 0.08
H 0.77 -0.65 -4.04 0.09
C -4.65 0.07 -1.79 -0.08
C -3.83 -1.14 -1.36 -0.12
O -4.54 -1.64 -0.24 0.03
C -5.78 -1.12 -0.21 -0.60
O -6.60 -1.38 0.62 0.15
O -5.95 -0.22 -1.19 0.06
H -4.84 0.08 -2.86 0.13
H -4.30 0.98 -1.32 0.13
H -2.78 -0.91 -1.19 0.10
H -3.81 -1.87 -2.17 0.13
C 4.92 3.34 -1.26 -0.27
S 4.80 2.16 -2.64 0.80
O 6.13 2.16 -3.28 -0.55
C 4.67 0.69 -1.59 -0.27
H 4.32 3.24 -0.35 0.05
H 4.73 4.35 -1.63 0.04
H 5.97 3.31 -0.97 0.05
H 3.76 0.73 -0.99 0.03
H 5.53 0.53 -0.95 0.06
H 4.53 -0.09 -2.34 0.05
C 3.76 -2.27 1.18 -0.24
S 3.00 -3.88 1.05 0.79
O 3.48 -4.40 -0.26 -0.54
C 3.58 -5.08 2.29 -0.23
H 4.84 -2.29 0.99 0.07
H 3.70 -1.92 2.22 0.01
H 3.26 -1.52 0.57 0.04
H 3.64 -6.03 1.78 0.05
H 2.77 -5.22 3.01 0.04
H 4.53 -4.80 2.76 0.05
C 2.62 0.08 3.79 -0.22
S 1.00 -0.71 3.96 0.89
O 0.37 -0.79 2.62 -0.62
C 1.55 -2.38 4.36 -0.22
H 3.30 -0.37 4.52 0.06
H 2.46 1.12 4.10 0.04
H 3.00 0.04 2.78 0.05
H 0.64 -2.97 4.27 0.06
H 1.86 -2.50 5.40 0.07
H 2.39 -2.66 3.74 0.02
C -3.16 -2.51 2.54 -0.22
S -2.60 -0.82 2.67 0.89
O -2.18 -0.40 1.28 -0.57
C -4.17 0.03 2.95 -0.20
H -3.85 -2.73 1.74 0.06
H -3.63 -2.85 3.47 0.07
H -2.28 -3.16 2.51 0.05
H -4.06 1.09 3.15 0.04
H -4.80 -0.42 3.71 0.07
H -4.66 -0.10 1.99 0.04
C -2.13 3.38 2.77 -0.22
S -0.58 2.50 3.17 0.87
O -0.27 1.63 2.01 -0.61
C 0.49 3.94 2.96 -0.24
H -1.93 4.37 2.36 0.05
H -2.90 3.34 3.53 0.05
H -2.49 2.82 1.90 0.05
H 0.14 4.62 3.73 0.06
H 0.52 4.28 1.93 0.04
H 1.52 3.63 3.18 0.05
C 0.50 -6.03 -0.06 -0.28
S -1.25 -6.07 -0.49 0.82
O -2.13 -6.59 0.60 -0.57
C -1.54 -4.30 -0.42 -0.27
H 1.11 -6.04 -0.96 0.06
H 0.78 -6.97 0.43 0.06
H 0.77 -5.21 0.59 0.00
H -1.30 -3.71 -1.30 0.05
H -0.97 -3.84 0.39 0.02
H -2.59 -4.15 -0.16 0.04



89
Properties=species:S:1:pos:R:3:mulliken_spin:R:1 method="wB97M-V/def2-TZVPD" relative_energy_kj_mol=458.9 multiplicity=3 homo_lumo_gap_ev="4.66 / 5.08" e_lumo_ev="-0.372 / -0.379" charge=0 e_homo_ev="-5.0 / -5.5" total_energy_ev=-99025.200
P -0.39 -1.75 -4.87 0.01
P 0.27 2.24 -4.87 -0.01
C -0.57 -0.38 -6.07 0.00
C 0.43 0.87 -6.06 0.01
H -1.61 -0.01 -6.08 0.00
H -0.38 -0.86 -7.05 0.00
H 1.48 0.52 -6.02 0.00
H 0.30 1.36 -7.04 0.00
C -1.25 3.07 -5.45 0.00
H -1.63 3.79 -4.71 0.00
H -2.08 2.36 -5.62 0.00
H -1.05 3.61 -6.38 0.00
C 1.56 3.39 -5.35 0.00
H 1.28 3.84 -6.31 0.00
H 2.50 2.84 -5.44 0.00
H 1.67 4.18 -4.58 0.00
C -1.55 -2.98 -5.51 0.00
H -1.58 -3.83 -4.81 0.00
H -1.19 -3.31 -6.49 0.00
H -2.54 -2.53 -5.61 0.00
C 1.25 -2.45 -5.19 0.00
H 2.04 -1.69 -5.29 0.00
H 1.18 -3.00 -6.14 0.00
H 1.52 -3.16 -4.40 0.00
Ti 0.19 -0.27 -0.40 1.86
C 0.15 2.36 -3.12 0.01
C -1.32 2.14 -2.93 0.03
C -1.81 0.78 -3.31 0.00
C -1.79 -0.60 -2.55 -0.14
C -0.74 -1.61 -3.09 -0.05
C 0.59 -1.28 -2.47 0.14
C 1.26 -0.05 -3.03 -0.17
C 1.12 1.34 -2.38 0.14
C 1.15 -1.61 0.68 0.13
H 0.50 3.34 -2.79 0.00
H -1.79 2.64 -2.10 -0.01
H -1.21 0.53 -4.21 -0.01
H -2.87 0.91 -3.67 0.00
H -1.77 -0.53 -1.43 0.19
H -2.77 -1.04 -2.79 0.00
H -1.06 -2.64 -2.87 0.01
H 1.28 -2.14 -2.42 0.02
H 0.96 0.07 -4.09 0.03
H 2.34 -0.28 -3.18 -0.07
H 0.96 1.37 -1.20 -0.04
H 2.14 1.76 -2.44 -0.04
H 2.05 -1.25 1.17 0.00
H 1.36 -2.35 -0.10 -0.01
H 0.39 -1.96 1.38 -0.01
C 3.16 1.43 1.41 0.03
Si 1.71 2.57 1.86 0.02
C 1.93 3.09 3.66 0.00
C 1.75 4.11 0.77 0.00
Si -0.32 1.40 1.49 -0.08
Si -0.75 0.45 3.59 0.02
C -0.91 1.61 5.07 0.00
C -2.37 -0.49 3.39 0.00
C 0.68 -0.72 3.99 0.00
Si -2.12 2.85 1.26 -0.02
C -2.77 3.55 2.88 0.00
C -1.66 4.31 0.16 0.00
C -3.49 1.84 0.44 0.01
H 4.08 1.90 1.80 0.00
H 3.26 1.32 0.32 0.00
H 3.07 0.44 1.86 0.00
H 2.87 3.66 3.73 0.00
H 1.11 3.74 4.00 0.00
H 2.00 2.24 4.35 0.00
H 1.46 3.90 -0.27 0.00
H 1.10 4.90 1.16 0.00
H 2.78 4.49 0.77 0.00
H -1.78 2.27 5.01 0.00
H -1.04 0.98 5.97 0.00
H -0.03 2.23 5.24 0.00
H -2.30 -1.25 2.60 0.00
H -2.58 -1.01 4.34 0.00
H -3.22 0.16 3.16 0.00
H 0.77 -1.54 3.27 0.00
H 1.65 -0.21 4.03 0.00
H 0.48 -1.16 4.98 0.00
H -1.99 4.00 3.49 0.00
H -3.51 4.34 2.66 0.00
H -3.28 2.80 3.50 0.00
H -1.04 4.02 -0.70 0.00
H -2.58 4.78 -0.22 0.00
H -1.11 5.08 0.72 0.00
H -3.26 1.62 -0.61 -0.01
H -3.65 0.88 0.95 0.00
H -4.43 2.40 0.49 0.00



90
Properties=species:S:1:pos:R:3:lowdin_charge:R:1 method="wB97M-V/def2-TZVPD" homo_lumo_gap_ev=7.41 e_lumo_ev=2.774 charge=-1 e_homo_ev=-4.6 total_energy_ev=-156271.698
C 1.59 3.25 -0.29 -0.11
C 0.35 2.94 0.56 -0.26
C 0.61 2.86 2.08 -0.22
C 0.82 1.45 2.65 -0.36
N -0.32 0.57 2.36 -0.16
Ga -0.21 -0.68 0.87 0.29
C 1.64 -0.58 -0.05 -0.29
C 2.63 -1.68 -0.13 -0.85
O 3.63 -1.70 -0.79 -0.03
Br 2.34 -3.28 1.00 0.58
H 2.17 2.35 -0.51 0.04
H 2.25 3.96 0.22 0.06
H 1.30 3.69 -1.26 0.07
H -0.40 3.72 0.37 0.10
H -0.11 2.01 0.22 0.04
H 1.50 3.47 2.31 0.09
H -0.24 3.31 2.61 0.10
H 0.94 1.56 3.74 0.10
H 1.79 1.05 2.29 0.08
H -0.49 0.01 3.19 0.00
H -0.60 -2.16 1.34 -0.09
H -1.29 -0.22 -0.26 -0.09
H 2.24 0.23 0.39 0.02
H 1.48 -0.30 -1.10 0.06
C -6.44 -4.90 3.57 -0.10
C -4.95 -5.02 3.29 -0.29
N -4.36 -3.79 2.81 -0.20
C -3.02 -3.95 2.27 -0.25
C -1.91 -4.41 3.22 -0.09
C -4.55 -2.63 3.67 -0.24
C -4.06 -2.71 5.12 -0.08
H -6.97 -4.53 2.69 0.08
H -6.85 -5.89 3.82 0.07
H -6.65 -4.24 4.41 0.06
H -4.80 -5.76 2.49 0.11
H -4.46 -5.43 4.18 0.10
H -2.72 -3.01 1.81 0.08
H -3.09 -4.67 1.45 0.11
H -1.58 -3.60 3.88 0.05
H -1.03 -4.71 2.64 0.06
H -2.21 -5.26 3.83 0.06
H -5.62 -2.39 3.68 0.10
H -4.07 -1.78 3.17 0.12
H -4.34 -3.66 5.58 0.06
H -4.51 -1.91 5.71 0.07
H -2.98 -2.61 5.19 0.05
C -2.62 2.37 -1.41 -0.11
C -3.82 1.76 -2.12 -0.27
N -3.84 2.02 -3.56 -0.20
C -5.08 1.64 -4.20 -0.26
C -5.45 0.15 -4.22 -0.09
C -2.62 1.67 -4.27 -0.25
C -2.11 0.22 -4.15 -0.08
H -2.57 3.45 -1.58 0.08
H -2.70 2.18 -0.34 0.07
H -1.69 1.92 -1.73 0.05
H -4.74 2.17 -1.71 0.11
H -3.83 0.68 -1.89 0.10
H -5.06 2.02 -5.22 0.11
H -5.88 2.18 -3.69 0.10
H -4.85 -0.41 -4.94 0.05
H -6.50 0.04 -4.51 0.06
H -5.33 -0.31 -3.24 0.07
H -1.82 2.33 -3.92 0.10
H -2.77 1.92 -5.32 0.11
H -2.14 -0.13 -3.12 0.06
H -1.07 0.17 -4.48 0.07
H -2.68 -0.47 -4.77 0.05
C 6.59 -0.76 -2.12 -0.09
C 7.38 0.49 -1.76 -0.28
N 6.62 1.71 -1.97 -0.20
C 7.42 2.91 -1.86 -0.26
C 8.04 3.25 -0.50 -0.09
C 5.31 1.75 -1.32 -0.24
C 5.26 1.55 0.20 -0.07
H 6.24 -0.71 -3.15 0.08
H 7.21 -1.65 -2.01 0.07
H 5.73 -0.88 -1.48 0.04
H 8.28 0.55 -2.38 0.11
H 7.74 0.38 -0.72 0.10
H 6.80 3.75 -2.19 0.11
H 8.23 2.83 -2.59 0.10
H 7.30 3.62 0.21 0.05
H 8.79 4.04 -0.62 0.06
H 8.54 2.39 -0.05 0.06
H 4.69 0.99 -1.79 0.10
H 4.86 2.71 -1.58 0.11
H 5.89 0.72 0.52 0.07
H 4.24 1.32 0.50 0.05
H 5.56 2.45 0.75 0.06



94
Properties=species:S:1:pos:R:3:lowdin_charge:R:1 method="wB97M-V/def2-TZVPD" homo_lumo_gap_ev=8.75 e_lumo_ev=0.322 smiles="CCCCCCCCCCCCP(Br)[PH2]=S.COC[C@@H](C)N.COC[C@@H](C)N.COC[C@@H](C)N" charge=0 e_homo_ev=-8.4 total_energy_ev=-135928.196
C -5.39 0.37 5.01 -0.09
C -4.25 -0.46 4.41 -0.27
C -2.92 -0.25 5.12 -0.23
C -1.78 -1.07 4.51 -0.21
C -0.48 -0.29 4.38 -0.19
C -0.39 0.53 3.08 -0.21
C 0.89 0.29 2.30 -0.20
C 1.12 1.24 1.12 -0.18
C -0.06 1.36 0.15 -0.26
C 0.22 0.88 -1.26 -0.22
C -0.71 1.43 -2.34 -0.25
C -2.19 1.68 -1.99 -0.46
P -2.87 0.51 -0.75 0.36
Br -4.93 0.09 -1.44 0.24
P -3.36 1.91 0.93 0.11
S -5.00 2.96 0.78 0.03
H -5.06 0.86 5.92 0.07
H -6.26 -0.25 5.24 0.06
H -5.73 1.14 4.32 0.06
H -4.50 -1.52 4.43 0.11
H -4.11 -0.19 3.37 0.06
H -3.03 -0.48 6.18 0.11
H -2.67 0.81 5.05 0.11
H -2.10 -1.42 3.53 0.09
H -1.60 -1.96 5.11 0.11
H 0.36 -0.99 4.39 0.10
H -0.39 0.40 5.21 0.11
H -1.23 0.21 2.45 0.07
H -0.54 1.59 3.27 0.12
H 1.73 0.41 2.99 0.11
H 0.91 -0.76 1.98 0.09
H 1.35 2.22 1.53 0.11
H 2.01 0.91 0.60 0.10
H -0.87 0.76 0.57 0.00
H -0.40 2.40 0.12 0.10
H 1.24 1.17 -1.51 0.11
H 0.23 -0.21 -1.29 0.08
H -0.30 2.35 -2.73 0.11
H -0.70 0.75 -3.19 0.09
H -2.77 1.51 -2.89 0.04
H -2.40 2.72 -1.74 0.08
H -2.24 2.71 1.08 -0.05
H -3.38 1.04 2.03 -0.09
C -2.64 0.42 -6.09 -0.10
O -1.41 0.99 -5.68 -0.21
C -0.37 0.94 -6.63 -0.21
C -0.42 2.03 -7.70 -0.44
C -1.47 1.79 -8.78 -0.07
N -0.60 3.37 -7.14 0.04
H -2.48 -0.45 -6.73 0.09
H -3.28 1.14 -6.61 0.08
H -3.16 0.09 -5.19 0.08
H 0.55 1.08 -6.05 0.12
H -0.32 -0.06 -7.08 0.12
H 0.56 2.02 -8.19 0.13
H -2.47 2.05 -8.43 0.07
H -1.26 2.42 -9.65 0.08
H -1.48 0.75 -9.11 0.08
H 0.17 3.59 -6.52 0.07
H -1.42 3.35 -6.54 0.07
C 1.00 -3.74 1.88 -0.09
O 0.20 -2.65 1.46 -0.22
C 0.03 -2.52 0.07 -0.21
C -1.07 -3.41 -0.54 -0.43
C -0.67 -4.87 -0.69 -0.07
N -2.33 -3.33 0.19 0.05
H 1.81 -3.94 1.17 0.09
H 0.40 -4.65 2.01 0.08
H 1.43 -3.48 2.85 0.09
H -0.27 -1.47 -0.09 0.08
H 0.99 -2.67 -0.45 0.13
H -1.25 -3.01 -1.55 0.14
H -0.72 -5.40 0.25 0.07
H -1.35 -5.37 -1.38 0.08
H 0.35 -4.97 -1.09 0.08
H -2.66 -2.36 0.18 0.02
H -2.16 -3.53 1.17 0.07
C 5.13 -1.05 1.11 -0.10
O 4.72 0.30 1.25 -0.20
C 4.95 0.88 2.52 -0.22
C 6.38 1.39 2.75 -0.43
C 7.39 0.28 3.02 -0.07
N 6.87 2.22 1.65 0.04
H 4.98 -1.60 2.04 0.09
H 6.17 -1.13 0.80 0.08
H 4.50 -1.49 0.34 0.08
H 4.28 1.74 2.57 0.12
H 4.65 0.18 3.31 0.12
H 6.34 2.02 3.65 0.14
H 7.69 -0.23 2.10 0.06
H 8.30 0.70 3.46 0.08
H 7.00 -0.46 3.72 0.08
H 6.27 3.03 1.55 0.07
H 6.75 1.70 0.79 0.07